203
Properties=species:S:1:pos:R:3:forces:R:3:mulliken_spin:R:1 method="wB97M-V/def2-TZVPD" homo_energy_ev="-2.4 / -6.2" homo_lumo_gap_ev="4.32 / 8.09" charge=-1 multiplicity=2 e_lumo_ev="1.91 / 1.91" mol_weight_g_mol=1608.3
Hg 2.3246 -0.9250 1.5805 0.4126 -0.2678 -0.0672 0.33
N 3.3238 0.6976 2.6496 0.9851 -1.8121 4.2655 0.03
S 3.4777 2.2003 2.4581 0.0094 6.5715 -3.8878 0.10
O 4.8082 2.6260 2.0276 -0.9865 -0.4453 0.9304 0.03
O 2.6156 3.1890 3.1022 1.0379 -1.5960 0.1642 0.02
F 2.7165 2.1835 1.0114 0.0636 -0.3047 -0.1057 0.02
S 3.9942 0.6773 4.2453 -0.3794 -1.8090 0.5363 0.09
O 3.3403 1.4499 5.2770 0.6487 -0.6479 -0.8331 0.05
O 5.4267 0.4710 4.2539 -1.4162 -0.0733 0.0617 0.03
F 3.3411 -0.8388 4.5613 0.9793 1.1904 -0.1998 0.00
N 0.4813 -0.5675 0.3236 -3.5960 3.7117 2.4383 -0.09
S -0.8830 0.5002 0.6273 -1.8600 2.2302 2.0937 0.06
O -1.9706 -0.0469 1.4872 2.9474 1.0605 -1.7606 0.00
O -1.2661 1.3858 -0.4819 0.8492 -1.7200 1.6870 0.03
F -0.1038 1.5182 1.5901 -0.0915 -0.8971 -0.2376 0.02
S -0.3012 -1.1638 -0.8452 0.9007 -4.1016 -6.0016 0.02
O 0.1531 -0.5982 -2.1300 -1.5871 -0.2412 1.7552 -0.01
O -1.6043 -1.7973 -0.6635 1.1845 1.2337 -0.4374 0.04
F 0.6182 -2.4893 -0.8956 0.3177 -0.9453 0.1223 0.03
C 4.5670 0.6653 -1.0959 0.6784 0.4043 -0.0007 0.01
C 3.3398 -0.1970 -1.2535 1.0085 -0.7531 -1.7075 0.01
O 3.4650 -1.3488 -0.4095 -0.0814 0.3165 -0.5410 -0.06
O 5.7358 -0.1429 -1.4026 -0.4792 -0.2164 0.3705 0.00
H 4.6152 1.0998 -0.0974 0.1748 -0.1699 0.1208 0.01
H 4.6551 1.4819 -1.8125 -0.9157 0.2683 -0.0404 0.00
H 3.3886 -0.5774 -2.2738 -0.0738 -0.0522 -0.3679 0.01
H 2.3572 0.2739 -1.2229 0.2538 0.2059 0.8109 0.03
H 3.8038 -2.0921 -0.9137 0.1720 -0.1559 0.0264 0.00
H 6.4972 0.4213 -1.2494 0.0570 -0.0272 0.0577 0.00
C -3.0697 -4.5026 -0.8083 -1.3670 0.8312 0.7641 0.00
C -4.5489 -4.4325 -1.1242 -1.4820 0.4180 -0.8238 0.00
O -5.3921 -5.0652 -0.1460 0.5611 0.3122 1.0901 0.00
O -2.6696 -5.7874 -0.9758 1.6295 -2.9788 -0.9284 0.00
H -2.8473 -4.2968 0.2387 -0.4571 1.0602 0.1743 0.00
H -2.4897 -3.8114 -1.4199 -0.1087 -0.1802 -0.1020 0.00
H -4.8856 -4.9681 -2.0118 1.2899 -0.0550 -0.7358 0.00
H -4.8512 -3.4119 -1.3590 -0.1189 0.4299 0.6618 0.00
H -6.1818 -5.4093 -0.5698 0.1699 0.1190 -0.0801 0.00
H -3.0699 -6.3295 -0.2921 -0.0918 -0.0096 -0.0188 0.00
C 0.9942 -5.8169 -0.4447 -0.2939 -1.5260 -0.1873 0.00
C 0.7512 -7.1674 0.2559 -1.8999 -0.0214 -1.3550 0.00
O 1.7364 -8.1920 0.1027 -0.4876 0.9329 0.1566 0.00
O 2.0385 -5.1970 0.2030 1.0900 0.6562 0.5023 -0.01
H 0.1306 -5.1576 -0.5314 -0.4352 -0.2191 0.6239 0.00
H 1.2673 -5.9692 -1.4889 0.0532 -0.4577 -0.2010 0.00
H -0.1608 -7.5279 -0.2198 -0.0873 -0.4377 -0.2169 0.00
H 0.4035 -7.0236 1.2788 0.6209 0.1640 0.3866 0.00
H 2.3336 -8.0722 0.8447 0.4078 0.1895 0.0690 0.00
H 2.7489 -5.1852 -0.4427 0.7047 0.7086 0.0663 0.00
C 1.3503 -3.3465 -5.4196 0.4222 -0.6359 1.0319 0.00
C 0.2661 -3.0699 -4.3886 -0.8013 1.4749 -1.2829 0.00
O -0.1604 -1.6911 -4.5206 0.1447 -1.2706 -0.4950 0.00
O 2.5273 -2.6258 -5.0897 0.3514 0.3948 -0.2706 0.00
H 1.1153 -3.1058 -6.4564 -0.7984 -0.0453 0.1929 0.00
H 1.5956 -4.4071 -5.3651 0.0038 -0.3479 -0.1486 0.00
H 0.5179 -3.2238 -3.3393 0.4992 -0.3910 -0.1241 0.00
H -0.5768 -3.7114 -4.6459 -0.2412 0.0450 0.1400 0.00
H 0.4915 -1.2015 -4.0138 -0.2082 0.3736 0.2869 0.00
H 2.6984 -2.0947 -5.8708 0.3610 0.3141 0.2842 0.00
C -3.2484 -0.5592 -3.3407 -0.7063 0.4927 -0.1802 0.00
O -3.7108 0.3990 -2.3822 0.3147 0.5178 0.0631 0.00
C -5.0468 0.1768 -1.9723 -0.5992 -0.2984 0.1332 0.00
C -5.6731 1.1054 -0.8746 2.5729 -0.1591 -1.4036 0.00
N -5.9736 2.4678 -1.3699 -1.0273 -1.8044 0.6179 0.00
C -6.6341 3.1884 -0.2730 0.3443 1.2581 -0.9425 0.00
C -7.1098 4.5838 -0.7681 -0.4915 0.1028 0.3436 0.00
O -6.1421 5.5893 -0.5163 0.7065 -1.4284 -0.1913 0.00
C -6.5211 6.8888 -0.7618 -0.7219 0.6074 -0.5254 0.00
H -3.7714 -0.5085 -4.2957 -0.6090 0.5031 -0.2113 0.00
H -3.4665 -1.5784 -3.0217 0.5918 -0.1902 0.4857 0.00
H -2.2168 -0.3567 -3.6285 0.0837 -0.2452 0.7994 0.00
H -5.0754 -0.8081 -1.5062 -0.1783 -0.4920 -0.1339 0.00
H -5.6534 0.1949 -2.8777 -0.4945 -0.1287 -0.0373 0.00
H -4.8483 1.1891 -0.1670 0.1084 -0.0823 0.6678 0.00
H -6.4496 0.5446 -0.3543 -0.5037 0.4187 -0.4178 0.00
H -5.0453 2.7866 -1.6085 -0.0284 0.8689 0.0855 0.00
H -5.9801 3.2687 0.5953 0.1426 0.4390 0.2401 0.00
H -7.4715 2.5936 0.0918 -0.2103 0.0116 -0.3830 0.00
H -8.0669 4.9112 -0.3619 -0.1698 -0.1659 1.0105 0.00
H -7.4058 4.5697 -1.8170 0.6859 -0.3674 -0.5308 0.00
H -7.1496 7.0492 -1.6378 -0.1627 -0.5556 -0.5769 0.00
H -5.6321 7.4765 -0.9907 0.0126 0.1513 0.7079 0.00
H -7.1667 7.2417 0.0424 0.3714 0.5281 0.4619 0.00
C -3.0061 4.1960 -0.0332 -0.8199 0.0222 -0.7741 0.00
O -2.2228 5.0267 0.7598 1.1195 0.0800 0.6305 0.00
C -0.8564 4.5599 0.9784 -0.4232 1.0913 -1.0194 0.00
C -0.0052 5.7670 1.4259 0.2689 -0.5945 -0.0796 0.00
N 0.4126 6.7392 0.3740 -0.1774 -0.6740 -0.1251 0.00
C 1.0066 8.0631 0.7220 -2.0092 -1.3476 0.8002 0.00
C -0.1530 9.0614 0.9480 0.2104 0.2463 -0.3635 0.00
O -0.7951 9.3780 -0.2729 -0.3165 0.2919 -1.2176 0.00
C -1.9231 10.2773 -0.2296 1.4596 -0.4068 0.2168 0.00
H -4.0052 4.6094 -0.1707 -0.0152 0.4743 0.5451 0.00
H -3.1701 3.1976 0.3722 0.4594 -0.3224 0.0027 0.00
H -2.6434 4.1790 -1.0610 0.5113 -0.5813 -0.1294 0.00
H -0.4345 4.1064 0.0815 -0.1431 0.1711 -0.4754 0.00
H -0.8180 3.7386 1.6940 -0.1792 0.3288 0.4953 0.00
H 0.8743 5.2651 1.8294 0.3100 0.3981 0.2333 0.00
H -0.5945 6.1719 2.2486 0.1011 0.5858 0.2916 0.00
H -0.3977 6.9230 -0.2001 -0.0542 0.0006 -0.2350 0.00
H 1.7451 8.3556 -0.0244 -0.3066 0.2204 -0.1424 0.00
H 1.5272 7.9650 1.6746 0.1053 -0.0137 0.0664 0.00
H 0.2564 9.9438 1.4399 -0.1503 0.4450 0.0974 0.00
H -0.9537 8.6211 1.5423 0.3700 -0.2608 0.7382 0.00
H -2.4622 10.1354 0.7070 -0.2689 0.1140 -0.0434 0.00
H -2.5585 10.1412 -1.1047 0.0381 -0.5384 0.1404 0.00
H -1.5433 11.2945 -0.3254 -0.0448 0.2764 0.3986 0.00
C 3.3839 -4.0394 -2.6129 0.3099 0.8916 -0.3858 0.00
O 4.0241 -4.4213 -1.4073 0.4554 0.2575 0.9248 0.00
C 5.2132 -5.1795 -1.5222 -0.0847 -2.0569 -1.8319 0.00
C 5.8349 -5.6311 -0.2299 -1.1991 1.2938 0.2233 0.00
N 4.9572 -6.5562 0.4276 -0.0765 -0.7155 0.1537 0.00
C 5.5079 -7.0348 1.6701 -0.7526 -0.7964 -0.7487 0.00
C 4.4719 -7.9358 2.3557 -0.4665 1.3930 0.9940 0.00
O 3.2020 -7.2186 2.5003 1.5028 -0.1817 -0.4563 0.00
C 2.3866 -7.7755 3.4948 0.1283 0.6092 0.3982 0.00
H 2.7866 -3.1643 -2.3570 -0.1365 -0.0726 -0.1209 0.00
H 2.7237 -4.7644 -3.0889 0.0597 -0.5418 0.3892 0.00
H 4.1046 -3.7349 -3.3719 0.1479 0.0433 0.0634 0.00
H 5.9508 -4.7781 -2.2170 -0.0394 0.7572 0.1267 0.00
H 4.8981 -6.1171 -1.9803 0.0523 -0.3460 -0.4516 0.00
H 5.8983 -4.7031 0.3384 0.8405 0.2069 0.5768 0.00
H 6.8000 -6.1211 -0.3585 0.0579 0.3382 -0.2889 0.00
H 4.0710 -6.1394 0.6748 -0.2718 0.2241 -0.2555 0.00
H 5.8407 -6.1980 2.2843 -0.2310 0.0737 0.6909 0.00
H 6.4112 -7.6112 1.4705 0.0540 -0.2845 -0.0334 0.00
H 4.9026 -8.0701 3.3480 -0.2823 -0.5527 0.3241 0.00
H 4.1750 -8.8831 1.9056 0.8295 -0.1289 -0.3749 0.00
H 1.5524 -7.0775 3.5657 -0.3833 -0.5131 -0.0167 0.00
H 2.8821 -7.7570 4.4655 0.2194 -0.0213 0.1974 0.00
H 2.1207 -8.8129 3.2915 -0.3765 -0.0341 -0.2045 0.00
C -0.2919 2.9839 -3.7531 -0.5408 -0.3430 0.5539 0.00
O 1.0713 2.9729 -4.0870 1.0531 -1.1388 -0.9121 0.00
C 1.5640 1.5832 -4.2486 0.8418 1.6504 -1.7227 0.00
C 2.9785 1.5777 -4.9473 -0.7893 0.3408 0.7034 0.00
N 3.0147 1.7087 -6.4254 -0.0738 -0.6866 1.1566 0.00
C 4.3971 1.8357 -6.8750 -0.9343 2.0550 -0.6725 0.00
C 5.0518 3.2239 -6.5093 0.4977 -0.3251 -0.0997 0.00
O 4.4393 4.3944 -7.0420 -1.3195 -1.1541 -1.2542 0.00
C 5.0129 5.6449 -6.8028 0.6177 -0.4028 1.2653 0.00
H -0.4112 2.2469 -2.9590 -0.6742 0.0698 0.1609 0.00
H -0.9926 2.7917 -4.5657 0.2758 -0.7236 -0.5515 0.00
H -0.6670 3.9572 -3.4367 0.8239 0.2515 0.4616 0.00
H 0.9790 1.0630 -5.0071 -0.7879 -0.2052 0.3938 0.00
H 1.5676 1.0857 -3.2787 -0.0017 -0.0564 -0.1096 0.00
H 3.4484 0.6176 -4.7341 -0.0297 -0.1610 0.1939 0.00
H 3.5814 2.3408 -4.4551 0.0977 0.1597 0.1383 0.00
H 2.4615 2.4935 -6.7386 0.0692 0.2298 0.0378 0.00
H 4.3823 1.7311 -7.9598 0.1116 0.1305 -0.1764 0.00
H 5.0242 1.0187 -6.5181 -0.0233 0.1477 0.4143 0.00
H 6.0607 3.1500 -6.9153 0.4658 0.1499 0.2768 0.00
H 5.0564 3.3195 -5.4235 0.3701 0.0207 0.1460 0.00
H 5.9856 5.8002 -7.2695 0.0868 -0.1459 -0.5323 0.00
H 5.2224 5.7086 -5.7351 -0.0623 0.3603 0.3645 0.00
H 4.3314 6.4525 -7.0699 -0.0990 -0.3335 -0.1704 0.00
C 5.8403 -1.8720 2.2473 -1.4721 0.5266 -0.1204 0.00
O 4.4171 -2.1872 2.2458 1.3571 -1.3249 0.8283 0.04
C 4.1870 -3.5743 2.6003 -0.6787 0.6230 -1.1108 0.00
C 2.7375 -3.6936 3.0454 -0.8016 0.6989 0.8783 0.00
N 1.7507 -3.1708 2.0541 0.7661 0.1735 1.0262 0.15
C 0.3622 -3.0094 2.5191 -0.6860 -0.2252 0.5617 0.00
C 0.1604 -1.9541 3.6847 -0.3022 -0.3556 0.7178 -0.03
O 0.8208 -0.7560 3.4343 -0.0187 1.5999 -0.0284 0.07
C 0.5428 0.3395 4.3467 -0.4790 -0.2563 -0.5798 0.02
H 6.1822 -1.9715 3.2776 0.5298 -0.5135 -0.2283 0.00
H 5.9590 -0.8130 2.0182 -0.3164 -0.0244 -0.1349 0.00
H 6.3038 -2.4377 1.4390 0.4505 -0.2998 0.4053 0.00
H 4.8545 -4.0105 3.3435 0.1049 0.6277 0.5634 0.00
H 4.3910 -4.1950 1.7277 -0.2206 -0.0148 -0.4396 0.00
H 2.6461 -3.1175 3.9662 -0.0078 0.2207 0.0039 -0.01
H 2.4679 -4.7096 3.3337 0.2489 -0.3777 -0.2021 0.00
H 1.8036 -3.9016 1.3590 -0.4695 0.2877 -0.9974 -0.04
H -0.0518 -4.0018 2.6978 0.0963 -0.3379 1.5571 0.00
H -0.3290 -2.8626 1.6891 0.5360 1.2790 -0.4697 0.00
H 0.5073 -2.2878 4.6627 0.5510 -0.8311 0.0738 0.00
H -0.8404 -1.6285 3.9682 -0.8662 -0.8644 -0.9416 0.00
H -0.4905 0.6848 4.3132 -0.6162 -0.7867 -0.0894 0.00
H 1.0141 1.2568 3.9940 0.8451 -0.5105 0.1389 0.00
H 0.7900 0.0496 5.3680 0.3083 0.1711 -0.0558 0.00
C -3.2244 4.8585 5.5153 -1.0903 -0.1847 0.2437 0.00
O -3.7620 3.5367 5.2023 1.2260 1.1788 0.5059 0.00
C -3.6768 3.3261 3.8095 -1.0389 -0.3027 -1.2275 0.00
C -4.2083 1.9403 3.4320 0.4151 -0.2303 1.9913 0.00
N -5.6369 1.6556 3.7067 -0.0571 1.2921 -0.7583 0.00
C -5.8587 0.2817 3.4144 -0.7341 -1.2306 -0.3588 0.00
C -7.1710 -0.3258 3.9423 1.4339 0.4103 -0.5491 0.00
O -6.9318 -0.6443 5.2848 -0.4249 -0.8712 0.6108 0.00
C -8.1393 -0.9677 5.9170 -0.8929 0.7884 0.5941 0.00
H -2.2055 5.1471 5.2573 0.2836 -0.9423 -0.8461 0.00
H -3.2062 5.0418 6.5897 -0.6286 -0.4732 0.1102 0.00
H -3.8906 5.5746 5.0342 0.0118 0.2884 0.0813 0.00
H -2.6448 3.4585 3.4846 0.1084 -0.2072 -0.2241 0.00
H -4.3010 4.0247 3.2522 0.0027 0.6894 0.1092 0.00
H -3.6025 1.3201 4.0927 0.1764 -0.7279 0.1706 0.00
H -3.9411 1.5727 2.4412 -0.1628 0.5871 -0.2440 0.00
H -5.9260 1.7741 4.6672 0.5982 0.5228 0.2721 0.00
H -5.0292 -0.2568 3.8729 0.0055 -0.8770 -0.1104 0.00
H -5.8477 0.0841 2.3425 0.2666 0.2039 -0.2192 0.00
H -7.3971 -1.2302 3.3775 -0.0258 -0.2343 -0.1013 0.00
H -8.0237 0.3427 3.8233 -0.0914 0.3665 0.0925 0.00
H -8.7040 -0.0365 5.9624 -0.3532 0.2011 0.4526 0.00
H -8.0307 -1.3721 6.9234 0.5890 0.2094 -0.0400 0.00
H -8.8355 -1.6450 5.4224 0.4692 -0.4685 -0.7178 0.00